No. 1
The following is a DFT calculation (wB97M-V/def2-TZVPD) of a molecular structure, C36H78Br18NO6S at a distorted geometry.

Geometry as XYZ:
```
140
Properties=species:S:1:pos:R:3
C 11.48 22.47 15.95
O 12.59 21.59 15.77
C 12.15 20.25 15.73
C 13.41 19.34 15.59
N 14.20 19.73 14.49
H 12.78 20.11 13.04
H 14.69 20.59 14.69
C 15.15 18.70 14.03
C 16.21 18.32 14.99
O 16.96 19.45 15.30
C 17.63 19.27 16.50
H 11.79 23.45 15.67
H 11.13 22.49 17.00
H 10.62 22.06 15.37
H 11.52 20.17 14.84
H 11.37 20.04 16.53
H 13.10 18.29 15.55
H 13.98 19.50 16.52
H 15.69 19.14 13.14
H 14.64 17.81 13.63
H 16.87 17.45 14.59
H 15.84 18.04 15.97
H 18.27 20.15 16.72
H 18.35 18.39 16.47
H 16.93 19.01 17.26
S 12.04 18.45 12.07
O 10.83 18.28 11.26
O 13.26 18.20 11.32
O 11.96 19.94 12.49
O 12.09 17.64 13.31
C 14.11 15.50 10.71
Br 13.39 13.81 11.37
Br 14.37 15.40 8.79
Br 15.74 15.83 11.57
H 13.48 16.33 10.99
C 17.04 23.82 12.13
Br 18.92 24.07 11.71
Br 16.20 25.53 12.41
Br 16.79 22.65 13.67
H 16.60 23.42 11.26
C 8.70 19.22 13.29
Br 8.51 18.77 15.14
Br 8.44 21.11 13.00
Br 7.67 18.14 12.14
H 9.74 19.09 13.04
C 12.96 20.65 9.50
Br 14.66 20.84 10.30
Br 12.98 19.47 8.03
Br 12.39 22.38 8.77
H 12.13 20.38 10.13
C 18.86 20.43 11.20
Br 20.61 20.61 12.18
Br 18.27 18.60 11.19
Br 18.87 21.07 9.36
H 18.02 20.90 11.65
C 12.44 15.36 15.57
Br 11.62 13.58 15.15
Br 14.26 15.13 16.01
Br 11.40 16.18 17.00
H 12.29 15.93 14.68
C 18.17 26.44 16.76
C 17.18 25.34 16.50
C 16.49 24.68 17.74
C 15.73 23.35 17.36
C 15.04 22.88 18.62
C 13.63 23.58 18.81
H 17.70 27.33 17.09
H 18.66 26.61 15.83
H 19.00 26.22 17.51
H 16.37 25.71 15.85
H 17.64 24.54 15.79
H 15.79 25.34 18.22
H 17.30 24.43 18.47
H 14.95 23.44 16.59
H 16.39 22.55 16.92
H 14.81 21.88 18.63
H 15.60 23.19 19.48
H 12.91 23.24 18.06
H 13.15 23.21 19.68
H 13.63 24.72 18.73
C 19.43 22.32 18.22
C 20.01 22.47 16.83
C 21.20 23.43 16.76
C 21.76 23.54 15.36
C 21.35 24.85 14.75
C 22.01 25.14 13.41
H 19.28 23.27 18.73
H 19.88 21.58 18.87
H 18.43 21.96 18.18
H 20.36 21.50 16.39
H 19.21 22.86 16.17
H 21.97 22.96 17.41
H 20.92 24.37 17.12
H 22.90 23.50 15.37
H 21.47 22.68 14.71
H 20.23 24.91 14.78
H 21.66 25.71 15.36
H 23.05 24.83 13.45
H 21.59 24.74 12.45
H 22.00 26.23 13.27
C 19.05 15.89 13.86
C 19.84 15.44 12.63
C 20.76 14.35 12.87
C 20.05 13.01 12.76
C 21.05 11.86 12.78
C 20.46 10.50 12.85
H 18.45 16.70 13.52
H 19.69 16.10 14.71
H 18.41 15.07 14.27
H 19.12 15.31 11.83
H 20.34 16.35 12.38
H 21.25 14.36 13.84
H 21.53 14.36 12.13
H 19.32 12.92 13.54
H 19.48 12.99 11.80
H 21.50 11.84 11.78
H 21.87 12.01 13.48
H 21.23 9.67 12.93
H 19.78 10.48 13.70
H 19.86 10.22 12.01
C 9.48 25.03 17.96
C 10.11 26.39 17.75
C 11.34 26.25 16.83
C 12.07 27.50 16.52
C 13.52 27.38 16.00
C 14.16 28.74 15.82
H 8.61 25.22 18.56
H 10.15 24.35 18.48
H 9.31 24.76 16.89
H 9.38 27.02 17.27
H 10.45 26.88 18.66
H 10.94 25.85 15.90
H 12.00 25.48 17.28
H 11.54 28.12 15.79
H 12.14 28.12 17.45
H 14.15 26.84 16.73
H 13.51 26.77 15.12
H 15.19 28.68 15.62
H 13.68 29.25 15.00
H 14.13 29.33 16.85
```

Highest occupied orbital energy: -6.88 eV
Spin multiplicity: 1
Net charge: -1
Molar mass: 2091.360 g/mol
E_tot: -48655.05744 hartree
LUMO: 1.360 eV

Here are the Löwdin charges for atoms 1 to 99, given in e:
1 C -0.095
2 O -0.201
3 C -0.220
4 C -0.205
5 N -0.045
6 H 0.070
7 H 0.081
8 C -0.201
9 C -0.266
10 O -0.207
11 C -0.114
12 H 0.065
13 H 0.077
14 H 0.082
15 H 0.079
16 H 0.129
17 H 0.083
18 H 0.122
19 H 0.105
20 H 0.086
21 H 0.129
22 H 0.088
23 H 0.077
24 H 0.108
25 H 0.071
26 S 0.320
27 O -0.354
28 O -0.414
29 O -0.210
30 O -0.342
31 C -1.597
32 Br 0.539
33 Br 0.547
34 Br 0.602
35 H -0.072
36 C -1.545
37 Br 0.592
38 Br 0.587
39 Br 0.638
40 H -0.063
41 C -1.673
42 Br 0.576
43 Br 0.571
44 Br 0.638
45 H -0.103
46 C -1.630
47 Br 0.624
48 Br 0.608
49 Br 0.519
50 H -0.054
51 C -1.555
52 Br 0.511
53 Br 0.606
54 Br 0.547
55 H -0.104
56 C -1.566
57 Br 0.485
58 Br 0.610
59 Br 0.555
60 H -0.071
61 C -0.119
62 C -0.274
63 C -0.178
64 C -0.215
65 C -0.243
66 C -0.085
67 H 0.049
68 H 0.048
69 H 0.092
70 H 0.081
71 H 0.072
72 H 0.082
73 H 0.101
74 H 0.100
75 H 0.098
76 H 0.074
77 H 0.090
78 H 0.031
79 H 0.047
80 H 0.086
81 C -0.117
82 C -0.268
83 C -0.226
84 C -0.243
85 C -0.299
86 C -0.131
87 H 0.071
88 H 0.077
89 H 0.031
90 H 0.121
91 H 0.089
92 H 0.124
93 H 0.078
94 H 0.128
95 H 0.102
96 H 0.108
97 H 0.110
98 H 0.066
99 H 0.030

---

No. 2
The following is a DFT calculation (wB97M-V/def2-TZVPD) of a molecular structure, C9H7Cl2IrN9O6S2.

Geometry as XYZ:
```
36
Properties=species:S:1:pos:R:3
Ir 0.62 -0.22 -0.86
Cl -0.83 2.91 -3.55
C -0.27 1.29 -3.81
Cl 1.27 0.94 -2.90
H -0.01 1.14 -4.85
H -1.00 0.56 -3.45
N 1.53 -3.33 -1.62
C 0.32 -2.91 -2.08
N -0.55 -3.67 -2.73
N -1.55 -2.86 -3.03
N -1.31 -1.64 -2.59
N -0.14 -1.64 -1.98
C 2.53 -2.51 -1.24
N 3.81 -2.87 -1.09
N 4.43 -1.76 -0.80
N 3.58 -0.74 -0.75
N 2.38 -1.19 -1.02
H 1.76 -4.31 -1.76
O -1.27 0.57 -0.60
S -1.08 1.98 -0.02
O -2.09 2.92 -0.38
O 0.28 2.36 -0.34
C -1.21 1.71 1.75
C -2.14 2.50 2.39
C -2.37 2.38 3.76
C -1.66 1.45 4.49
C -0.73 0.64 3.86
C -0.50 0.76 2.50
S 0.80 -0.29 1.87
O 1.37 -1.00 2.95
O 0.16 -1.22 0.82
O 1.66 0.56 1.04
H -2.70 3.22 1.80
H -3.10 3.02 4.24
H -1.83 1.34 5.55
H -0.16 -0.09 4.42
```

Highest occupied orbital energy (spin up / spin down): -10.07 / -10.22 eV
Spin multiplicity: 2
Molar mass: 664.469 g/mol
E_tot: -3112.39964 hartree
Energy relative to the best compared isomer or geometry (same formula, charge and spin): 10.5 kcal/mol
LUMO (spin up / spin down): -0.791 / -4.385 eV

Charges per atom according to Löwdin partitioning, unit e:
1 Ir 1.254
2 Cl 0.635
3 C -0.902
4 Cl 0.643
5 H 0.036
6 H 0.002
7 N 0.256
8 C -0.392
9 N 0.080
10 N -0.009
11 N 0.009
12 N -0.156
13 C -0.386
14 N 0.090
15 N 0.006
16 N 0.037
17 N -0.159
18 H 0.186
19 O -0.460
20 S 0.491
21 O -0.280
22 O -0.380
23 C -0.208
24 C -0.040
25 C -0.045
26 C -0.049
27 C -0.044
28 C -0.223
29 S 0.569
30 O -0.235
31 O -0.421
32 O -0.363
33 H 0.114
34 H 0.114
35 H 0.113
36 H 0.114

---

No. 3
The following is a DFT calculation (wB97M-V/def2-TZVPD) of a molecular structure, C2H5NOS at a distorted geometry.

Geometry as XYZ:
```
10
Properties=species:S:1:pos:R:3
C -0.13 1.41 -0.94
C 0.15 1.98 0.08
N -0.26 -1.12 -0.51
O -0.31 -1.44 1.99
S 0.43 -0.72 0.99
H -0.70 0.96 -1.80
H -0.31 -0.11 -1.34
H 0.68 2.02 1.08
H -1.20 -1.47 -0.36
H 1.64 -1.50 0.82
```

Highest occupied orbital energy: -8.79 eV
Spin multiplicity: 1
Molar mass: 91.135 g/mol
E_tot: -607.15239 hartree
Energy relative to the best compared isomer or geometry (same formula, charge and spin): 159.7 kcal/mol
LUMO: 0.636 eV

Charges per atom according to Löwdin partitioning, unit e:
1 C -0.113
2 C -0.024
3 N -0.313
4 O -0.560
5 S 0.743
6 H 0.082
7 H 0.088
8 H 0.067
9 H 0.026
10 H 0.004

---

No. 4
The following is a DFT calculation (wB97M-V/def2-TZVPD) of a molecular structure, C3H5LiNaO4 at a distorted geometry.

Geometry as XYZ:
```
14
Properties=species:S:1:pos:R:3
Na 1.95 -0.05 0.47
O 2.66 3.85 -0.41
C 2.58 2.54 -0.65
H 3.10 1.83 0.01
H 2.23 2.14 -1.61
C -0.46 0.43 0.42
O -0.77 -1.04 0.19
C -1.98 -1.52 0.19
O -3.03 -0.95 0.33
O -1.86 -2.86 0.04
Li 0.33 -2.68 -0.03
H -1.01 0.94 -0.39
H -1.01 0.67 1.35
H -2.72 -3.30 0.10
```

Highest occupied orbital energy (spin up / spin down): -4.64 / -7.98 eV
Spin multiplicity: 2
Molar mass: 135.000 g/mol
E_tot: -587.98046 hartree
Energy relative to the best compared isomer or geometry (same formula, charge and spin): 38.7 kcal/mol
LUMO (spin up / spin down): -0.456 / -0.464 eV

Charges per atom according to Löwdin partitioning, unit e:
1 Na 0.281
2 O -0.072
3 C -0.050
4 H 0.035
5 H 0.083
6 C -0.151
7 O -0.281
8 C -0.692
9 O 0.138
10 O 0.056
11 Li 0.482
12 H 0.016
13 H 0.017
14 H 0.137

---

No. 5
The following is a DFT calculation (wB97M-V/def2-TZVPD) of a molecular structure, C28H46BrN3P2SSn at a distorted geometry.

Geometry as XYZ:
```
82
Properties=species:S:1:pos:R:3
C -6.29 -4.59 -2.98
C -5.25 -3.82 -3.53
C -5.22 -3.63 -4.92
C -6.22 -4.23 -5.70
N -7.20 -4.96 -5.17
C -7.24 -5.14 -3.85
C -4.23 -3.24 -2.71
C -3.33 -2.79 -2.01
C -2.34 -2.29 -1.15
C -2.73 -1.71 0.07
C -1.75 -1.22 0.92
C -0.41 -1.29 0.52
C -0.01 -1.91 -0.65
C -0.99 -2.40 -1.51
Sn 0.97 -0.24 1.84
P -0.01 2.17 1.53
H -4.43 -3.04 -5.38
H -6.35 -4.76 -1.90
H -6.21 -4.10 -6.78
H -8.06 -5.75 -3.45
H -0.72 -2.85 -2.47
H -3.79 -1.65 0.32
H 1.04 -2.05 -0.91
H -2.08 -0.78 1.87
C 1.11 3.51 2.06
C 0.94 4.86 1.35
H 2.13 3.12 1.92
H 0.97 3.64 3.14
H 1.64 5.59 1.77
H 1.13 4.80 0.28
H -0.07 5.26 1.50
C -0.36 2.33 -0.28
C -1.79 2.68 -0.71
H -0.08 1.34 -0.69
H 0.35 3.05 -0.71
H -1.81 2.73 -1.81
H -2.52 1.91 -0.41
H -2.10 3.66 -0.33
C -1.59 2.34 2.43
C -2.06 3.77 2.67
H -1.45 1.81 3.38
H -2.36 1.78 1.87
H -3.03 3.76 3.19
H -1.37 4.34 3.30
H -2.22 4.33 1.74
Br 3.00 -1.81 1.33
P 3.40 0.52 -3.26
C 2.43 1.98 -2.69
C 3.17 3.29 -2.98
H 2.22 1.86 -1.62
H 1.48 1.95 -3.25
H 2.49 4.14 -2.89
H 4.00 3.45 -2.29
H 3.58 3.30 -4.00
C 4.04 -0.17 -1.69
C 5.33 -0.95 -1.95
H 3.28 -0.82 -1.23
H 4.23 0.66 -0.99
H 5.84 -1.19 -1.00
H 5.13 -1.90 -2.47
H 6.03 -0.38 -2.57
C 2.07 -0.67 -3.76
C 1.77 -0.62 -5.26
H 1.18 -0.45 -3.16
H 2.44 -1.67 -3.49
H 1.17 -1.48 -5.55
H 1.20 0.28 -5.53
H 2.68 -0.63 -5.86
C 0.92 -0.82 7.74
N 0.77 -0.28 6.38
C 1.15 -0.97 5.27
S -0.02 -1.21 4.01
N 2.39 -1.45 5.20
C 3.46 -1.01 6.10
H 1.73 -1.55 7.78
H 0.00 -1.30 8.07
H 1.14 0.02 8.41
H -0.16 0.15 6.25
H 2.65 -1.87 4.30
H 3.67 -1.80 6.84
H 4.37 -0.84 5.52
H 3.17 -0.09 6.61
```

Highest occupied orbital energy: -12.10 eV
Spin multiplicity: 1
Net charge: +2
Molar mass: 717.327 g/mol
E_tot: -5127.40495 hartree
Energy relative to the best compared isomer or geometry (same formula, charge and spin): 0.0 kcal/mol
LUMO: -8.309 eV

Charges per atom according to Löwdin partitioning, unit e:
1 C -0.007
2 C -0.233
3 C -0.011
4 C -0.124
5 N 0.066
6 C -0.122
7 C 0.076
8 C 0.036
9 C -0.220
10 C -0.006
11 C -0.161
12 C -0.403
13 C -0.132
14 C 0.005
15 Sn 0.765
16 P 0.910
17 H 0.116
18 H 0.116
19 H 0.113
20 H 0.113
21 H 0.136
22 H 0.134
23 H 0.070
24 H 0.079
25 C -0.378
26 C -0.110
27 H 0.087
28 H 0.098
29 H 0.098
30 H 0.074
31 H 0.071
32 C -0.360
33 C -0.099
34 H 0.064
35 H 0.077
36 H 0.099
37 H 0.080
38 H 0.075
39 C -0.369
40 C -0.112
41 H 0.077
42 H 0.085
43 H 0.099
44 H 0.080
45 H 0.070
46 Br 0.231
47 P 0.961
48 C -0.458
49 C -0.174
50 H 0.040
51 H 0.074
52 H 0.062
53 H 0.069
54 H 0.069
55 C -0.484
56 C -0.174
57 H -0.015
58 H 0.071
59 H 0.063
60 H 0.073
61 H 0.067
62 C -0.449
63 C -0.166
64 H 0.054
65 H 0.076
66 H 0.069
67 H 0.068
68 H 0.069
69 C -0.038
70 N -0.033
71 C -0.742
72 S 0.688
73 N 0.009
74 C -0.026
75 H 0.083
76 H 0.107
77 H 0.106
78 H 0.126
79 H 0.088
80 H 0.104
81 H 0.106
82 H 0.098

---

No. 6
The following is a DFT calculation (wB97M-V/def2-TZVPD) of a molecular structure, C7H6Cl2N2 at a distorted geometry.

Geometry as XYZ:
```
17
Properties=species:S:1:pos:R:3
C -1.28 0.77 1.56
C -0.26 2.85 1.01
C 0.00 -0.43 -0.80
C 1.02 -1.17 -0.42
C 0.05 1.08 -0.86
C 0.95 -2.63 -0.34
C -1.12 1.79 0.56
N -1.59 -0.06 2.28
N 0.43 3.65 1.45
Cl 2.40 -3.56 -0.78
Cl -2.79 2.31 0.10
H -0.95 -0.86 -1.08
H 2.08 -0.83 -0.06
H -0.57 1.45 -1.59
H 0.99 1.61 -0.69
H 0.63 -3.05 0.63
H 0.01 -2.91 -0.97
```

Highest occupied orbital energy: -10.18 eV
Spin multiplicity: 1
Molar mass: 189.045 g/mol
E_tot: -1300.11532 hartree
Energy relative to the best compared isomer or geometry (same formula, charge and spin): 48.9 kcal/mol
LUMO: -0.375 eV

Charges per atom according to Löwdin partitioning, unit e:
1 C -0.312
2 C -0.287
3 C -0.142
4 C -0.195
5 C 0.023
6 C -0.638
7 C -0.683
8 N 0.199
9 N 0.192
10 Cl 0.547
11 Cl 0.675
12 H 0.119
13 H 0.151
14 H 0.051
15 H 0.103
16 H 0.081
17 H 0.114

---

- Number 4 is which compound?
  C3H5LiNaO4

---

- Number 2 is which compound?
  C9H7Cl2IrN9O6S2

---

- The highest E_tot belongs to which entry?
  C3H5LiNaO4